Entry 1:
Molecular formula: C33H46OP2PtSi
Method: DFT, ωB97M-V with the def2-TZVPD basis set

The calculation puts the relative energy (zero: lowest compared OMol25 entry of this formula, charge and spin) at 0.6626 eV. As for the multiplicity: 3. As for the gap between HOMO and LUMO (spin up / spin down): 5.3 / 5.4 eV. The net charge is 0. Its expectation value of S² is 2.010. Its molecular weight is 743.84 g mol⁻¹.

Last column: Löwdin charge in e.
Cartesian coordinates (Å):
P 0.944 -2.862 -2.022  0.897
P 0.534 1.894 -0.778  0.983
C 1.954 0.531 -2.691  -0.393
C 1.695 1.968 -2.286  -0.432
H 2.551 0.430 -3.614  0.045
H 2.487 -0.046 -1.936  -0.012
H 2.615 2.521 -2.052  0.056
H 1.154 2.492 -3.094  0.063
C -0.837 2.932 -1.378  -0.228
H -1.546 3.044 -0.556  0.031
H -1.343 2.444 -2.222  0.019
H -0.457 3.911 -1.686  0.059
C 1.624 2.822 0.338  -0.221
H 1.261 3.846 0.439  0.053
H 2.642 2.825 -0.064  0.042
H 1.635 2.335 1.314  0.016
C 0.206 -4.458 -1.717  -0.202
H -0.020 -4.548 -0.651  0.055
H 0.956 -5.190 -2.037  0.061
H -0.715 -4.544 -2.309  0.062
C 2.720 -2.809 -1.938  -0.192
H 3.139 -1.797 -1.913  0.040
H 3.085 -3.350 -2.821  0.062
H 3.005 -3.325 -1.011  0.069
Pt -0.070 -0.227 -2.942  1.050
C 0.310 0.450 -4.801  -0.340
C -1.040 0.830 -4.372  -0.339
C -2.262 0.081 -4.861  -0.217
C -2.076 -1.433 -4.738  -0.223
C -1.146 -1.801 -3.590  -0.446
C 0.144 -2.509 -3.884  -0.396
C 1.070 -2.013 -4.999  -0.190
C 0.642 -0.704 -5.714  -0.179
C 0.292 -1.909 -0.604  -0.271
H 1.037 1.280 -4.812  0.087
H -1.153 1.905 -4.178  0.084
H -2.523 0.400 -5.882  0.109
H -3.120 0.403 -4.249  0.108
H -3.054 -1.873 -4.525  0.104
H -1.731 -1.890 -5.667  0.098
H -1.711 -2.325 -2.800  0.079
H -0.027 -3.586 -4.037  0.079
H 1.137 -2.808 -5.757  0.114
H 2.093 -1.913 -4.602  0.095
H 1.521 -0.388 -6.291  0.114
H -0.176 -0.888 -6.417  0.104
H 0.847 -0.968 -0.454  0.000
H 0.340 -2.541 0.289  0.053
H -0.750 -1.573 -0.828  0.051
O -0.519 0.767 0.913  -0.417
Si -0.569 0.662 2.519  0.437
C 0.880 -0.240 3.339  -0.233
C 0.734 -0.820 4.609  -0.114
C 1.850 -1.294 5.319  -0.083
C 3.126 -1.183 4.751  -0.099
C 3.272 -0.637 3.468  -0.091
C 2.151 -0.192 2.756  -0.096
C -0.503 2.355 3.364  -0.238
C -0.070 2.497 4.685  -0.077
C 0.065 3.768 5.262  -0.082
C -0.223 4.905 4.502  -0.101
C -0.660 4.777 3.180  -0.091
C -0.827 3.501 2.629  -0.112
C -2.070 -0.189 3.274  -0.234
C -2.120 -1.579 3.436  -0.115
C -3.223 -2.190 4.053  -0.091
C -4.294 -1.404 4.498  -0.101
C -4.250 -0.014 4.343  -0.089
C -3.139 0.590 3.736  -0.084
H -0.257 -0.906 5.070  0.101
H 1.707 -1.736 6.314  0.103
H 3.998 -1.519 5.315  0.097
H 4.265 -0.552 3.028  0.096
H 2.264 0.202 1.748  0.083
H 0.176 1.615 5.275  0.094
H 0.396 3.860 6.299  0.100
H -0.110 5.899 4.938  0.097
H -0.873 5.657 2.567  0.100
H -1.199 3.390 1.607  0.081
H -1.284 -2.202 3.099  0.102
H -3.238 -3.273 4.197  0.097
H -5.159 -1.874 4.976  0.099
H -5.075 0.610 4.701  0.100
H -3.100 1.679 3.634  0.101

Cartesian forces (eV/Å) of the 3 atoms listed first:
P -2.2 2.9 -1.2
P 0.9 -0.3 -1.3
C -0.2 -0.4 0.3

Entry 2:
Molecular formula: C33H47BBrCaClF11LiN7O14P
Method: DFT, ωB97M-V with the def2-TZVPD basis set

As for the multiplicity: 1. As for the gap between HOMO and LUMO: 0.9 eV. The net charge is 0. Its molecular weight is 1178.91 g mol⁻¹.

Last column: Löwdin charge in e.
Cartesian coordinates (Å):
N -4.436 1.220 1.600  -0.137
P -2.987 1.955 2.201  0.982
O -2.686 1.283 3.687  -0.246
C -1.570 1.427 1.060  -0.405
C -1.127 -0.092 1.357  -0.005
B -2.415 -1.007 1.644  -0.681
O -3.414 -1.305 0.685  0.075
O -2.532 -1.554 2.899  0.166
C -0.283 2.273 1.286  -0.153
C -0.257 3.872 1.147  -0.327
O -1.449 4.572 1.494  -0.135
C -2.364 4.734 0.503  -0.311
C -2.098 4.835 -0.849  -0.035
C -3.129 5.023 -1.739  -0.114
C -4.437 5.111 -1.345  -0.109
C -4.710 5.044 0.009  -0.088
C -3.681 4.863 0.899  -0.059
N 0.524 1.881 0.113  0.129
C -0.377 1.812 -0.842  -0.274
N -0.003 1.837 -2.149  0.174
C 1.406 1.984 -2.518  -0.251
C 2.243 0.899 -2.566  -0.018
C 3.564 1.134 -2.868  -0.124
N 4.094 2.313 -3.125  0.104
C 3.246 3.323 -3.077  -0.130
C 1.913 3.234 -2.783  -0.014
N -1.702 1.770 -0.363  0.036
C -2.548 0.897 -1.155  -0.127
C -3.070 1.555 -2.460  -0.273
O -4.433 1.803 -2.465  0.001
H -4.807 0.585 2.302  0.046
H -5.089 1.961 1.383  0.038
H -1.722 1.268 3.778  0.065
H -0.495 -0.073 2.243  0.115
H -0.519 -0.545 0.570  0.112
H -4.259 -1.130 1.117  0.083
H -3.455 -1.678 3.144  0.109
H 0.281 2.065 2.191  0.159
H 0.495 4.202 1.853  0.023
H 0.159 4.140 0.187  -0.025
H -1.076 4.779 -1.200  0.098
H -2.915 5.086 -2.801  0.106
H -5.261 5.230 -2.035  0.102
H -5.708 5.129 0.417  0.104
H -3.905 4.825 1.955  0.096
H 1.177 1.104 0.224  0.138
H -0.728 1.794 -2.837  0.071
H 1.843 -0.081 -2.334  0.107
H 4.233 0.280 -2.865  0.114
H 3.650 4.314 -3.255  0.119
H 1.258 4.090 -2.717  0.119
H -1.984 0.001 -1.474  0.122
H -3.416 0.529 -0.617  0.103
H -2.803 0.839 -3.298  0.062
H -2.499 2.475 -2.605  0.102
H -4.877 0.949 -2.407  0.109
O 2.375 -2.599 -0.683  -0.412
Cl 3.196 -1.817 0.207  0.615
O 2.478 -0.594 0.530  -0.394
O 4.424 -1.491 -0.475  -0.363
O 3.453 -2.561 1.399  -0.350
Li -1.239 0.145 -4.315  0.863
C -2.926 -4.194 -0.496  -0.079
C -1.498 -4.415 -0.125  -0.304
O -1.364 -5.835 -0.233  0.145
C -2.258 -6.231 -1.180  -0.530
O -2.262 -7.277 -1.738  0.185
O -3.166 -5.246 -1.424  0.075
F -1.264 -4.041 1.153  0.092
H -3.590 -4.306 0.363  0.149
H -3.104 -3.224 -0.952  0.120
H -0.786 -3.938 -0.775  0.168
C 0.066 -8.353 -3.476  -0.116
C 0.042 -8.309 -4.993  -0.269
C 1.433 -8.537 -5.621  -0.244
C 2.380 -7.476 -5.165  -0.363
N 3.111 -6.650 -4.812  0.160
H 0.694 -7.550 -3.062  0.066
H -0.950 -8.222 -3.084  0.047
H 0.449 -9.311 -3.105  0.079
H -0.353 -7.343 -5.313  0.122
H -0.661 -9.085 -5.362  0.072
H 1.368 -8.509 -6.711  0.123
H 1.824 -9.529 -5.327  0.042
F 2.208 3.226 0.060  -0.471
F -2.252 -9.385 -4.750  -0.690
C 1.006 7.736 6.009  -0.041
C 0.878 9.055 5.220  -0.443
C -0.307 9.965 5.558  -0.308
F -1.487 9.375 5.298  0.097
F -0.246 11.084 4.796  0.092
F 0.901 8.789 3.903  0.136
F 2.006 9.778 5.494  0.098
O 0.550 6.546 5.384  0.050
C -0.767 6.155 5.483  -0.526
C -1.436 6.091 4.112  -0.291
F -1.427 7.294 3.517  0.105
F -2.736 5.708 4.226  0.086
F -1.440 6.938 6.351  0.139
F -0.766 4.907 6.013  0.137
H 2.077 7.576 6.119  0.148
H 0.624 7.831 7.026  0.143
H -0.281 10.267 6.609  0.170
H -0.920 5.377 3.473  0.145
Ca 4.213 -9.331 -5.172  1.322
C 6.090 -8.333 -1.482  -0.389
O 6.809 -9.063 -2.154  -0.054
N 6.424 -7.841 -0.301  -0.191
C 5.536 -6.982 0.457  -0.032
C 7.727 -8.174 0.254  -0.025
H 5.083 -8.021 -1.813  0.116
H 6.014 -6.018 0.625  0.102
H 5.315 -7.448 1.418  0.096
H 4.607 -6.826 -0.084  0.088
H 8.511 -7.835 -0.423  0.097
H 7.813 -9.255 0.366  0.095
H 7.848 -7.695 1.221  0.092
Br 1.092 6.168 0.759  0.159

Cartesian forces (eV/Å) of the 3 atoms listed first:
N 0.9 -1.0 0.6
P -0.4 3.6 -0.4
O 0.2 -0.7 -1.2